The following is a quantum chemistry calculation of 9 unconnected molecules or ions with the total composition C13H44O9 in a non-equilibrium geometry, from the OMol25 dataset.

The geometry in ORCA input format:
```
! RIJCOSX wB97M-V def2-TZVPD def2/J DEFGRID3
* xyz 0 1
C 6.328 5.745 9.588
C 7.560 5.961 8.703
O 7.166 7.023 7.889
H 5.473 5.666 8.898
H 6.087 6.596 10.228
H 6.403 4.873 10.238
H 7.774 5.082 8.115
H 8.493 6.151 9.255
H 7.916 7.472 7.487
C 11.970 6.898 11.573
C 10.746 6.019 11.556
O 11.115 4.697 11.974
H 12.308 6.995 12.592
H 11.770 7.913 11.149
H 12.720 6.442 10.919
H 10.272 5.935 10.565
H 9.973 6.423 12.220
H 11.186 4.673 12.913
C 10.757 13.155 8.852
C 9.437 12.674 9.412
O 8.482 12.622 8.380
H 11.158 12.405 8.135
H 11.473 13.276 9.648
H 10.697 14.160 8.398
H 9.072 13.322 10.202
H 9.608 11.666 9.809
H 7.600 12.426 8.738
C 8.780 9.047 10.980
C 7.794 9.752 11.930
O 7.755 9.238 13.224
H 9.811 9.078 11.336
H 8.761 9.521 9.977
H 8.519 7.983 10.956
H 6.806 9.648 11.494
H 8.028 10.821 11.948
H 8.503 9.643 13.708
C 5.148 11.287 9.829
O 6.095 12.334 9.875
H 4.294 11.563 9.195
H 5.615 10.416 9.349
H 4.815 11.068 10.835
H 5.861 12.866 10.645
C 5.144 7.243 13.015
O 4.940 8.125 14.071
H 6.187 6.962 12.885
H 4.553 6.322 13.144
H 4.923 7.744 12.053
H 5.723 8.698 13.983
C 11.141 9.356 14.369
O 10.041 10.247 14.471
H 10.797 8.495 13.791
H 11.992 9.850 13.889
H 11.419 9.002 15.352
H 10.295 10.863 15.167
C 7.555 8.103 16.576
O 7.658 7.294 17.764
H 6.682 8.772 16.603
H 8.462 8.672 16.532
H 7.497 7.483 15.661
H 6.781 6.974 18.010
C 9.374 9.841 7.158
O 9.530 8.414 7.042
H 8.314 10.014 7.345
H 9.924 10.205 8.017
H 9.732 10.375 6.271
H 10.456 8.170 7.015
*
```

Results
Relative energy (zero: lowest compared OMol25 entry of this formula, charge and spin) (kJ/mol): 285.4
DFT total energy (eV): -32618.8745
SMILES: CCO.CCO.CCO.CCO.CO.CO.CO.CO.CO
HOMO level (eV): -9.73
Frontier orbital gap (eV): 9.9



The following is a quantum chemistry calculation of 2 unconnected molecules or ions with the total composition C10H10ClN3S in a non-equilibrium geometry, from the OMol25 dataset.

The geometry in ORCA input format:
```
! RIJCOSX wB97M-V def2-TZVPD def2/J DEFGRID3
* xyz 0 1
C 1.629 -2.681 -1.651
S 0.007 -2.485 -0.874
C -0.075 -0.748 -1.134
N 0.979 -0.080 -1.542
C 0.866 1.243 -1.656
C -0.340 1.885 -1.276
C -1.350 1.018 -0.913
N -1.230 -0.304 -0.757
H 1.688 -3.756 -1.912
H 2.291 -2.065 -1.036
H 1.572 -2.293 -2.670
H 1.732 1.793 -1.941
H -0.555 2.867 -1.097
H -2.294 1.446 -0.599
Cl 2.167 1.980 1.133
C 0.653 1.189 1.385
C 0.568 -0.197 1.291
C -0.560 -0.804 1.804
C -1.658 -0.026 2.076
C -1.531 1.307 2.030
N -0.399 1.895 1.764
H 1.405 -0.863 1.126
H -0.537 -1.867 1.723
H -2.648 -0.417 2.416
H -2.380 1.963 2.309
*
```

Results
Relative energy (zero: lowest compared OMol25 entry of this formula, charge and spin) (kJ/mol): 157.8
DFT total energy (eV): -38358.6398
SMILES: CSc1ncccn1.Clc1ccccn1
HOMO level (eV): -8.75
Frontier orbital gap (eV): 9.3



The following is a quantum chemistry calculation of 7 unconnected molecules or ions with the total composition C19H49FO9S7 in a non-equilibrium geometry, from the OMol25 dataset.

The geometry in ORCA input format:
```
! RIJCOSX wB97M-V def2-TZVPD def2/J DEFGRID3
* xyz 0 1
C 0.369 -1.442 -0.192
C 1.254 -0.229 -0.460
C 2.215 -0.429 -1.636
C 2.875 0.903 -2.020
O 3.037 1.765 -0.876
S 1.647 2.402 -0.399
O 1.349 3.568 -1.171
O 1.766 2.549 1.026
C 0.483 1.084 -0.751
C -0.788 1.348 0.058
C -2.054 0.939 -0.681
F -2.006 1.261 -2.028
H -0.521 -1.478 -0.819
H 0.968 -2.343 -0.299
H 0.049 -1.430 0.850
H 1.836 -0.023 0.439
H 1.628 -0.726 -2.514
H 2.960 -1.205 -1.476
H 3.866 0.729 -2.431
H 2.299 1.436 -2.778
H 0.282 1.127 -1.822
H -0.737 0.856 1.028
H -0.861 2.421 0.247
H -2.283 -0.113 -0.527
H -2.873 1.507 -0.234
C -5.399 -3.549 -1.376
S -4.238 -2.324 -1.991
O -3.195 -2.145 -0.943
C -5.354 -0.923 -1.864
H -4.880 -4.504 -1.333
H -5.738 -3.267 -0.379
H -6.241 -3.620 -2.064
H -5.697 -0.821 -0.834
H -6.197 -1.073 -2.538
H -4.801 -0.033 -2.160
C 5.575 -1.365 1.855
S 4.470 -2.352 0.839
O 3.085 -2.082 1.298
C 4.953 -3.944 1.511
H 5.395 -0.317 1.619
H 5.361 -1.549 2.907
H 6.607 -1.623 1.619
H 4.782 -3.950 2.588
H 6.004 -4.124 1.288
H 4.346 -4.713 1.035
C -2.164 5.930 3.145
S -1.239 5.119 1.836
O -2.128 4.051 1.289
C -0.054 4.298 2.898
H -2.991 6.468 2.686
H -2.547 5.179 3.837
H -1.521 6.637 3.667
H -0.590 3.663 3.604
H 0.543 5.041 3.428
H 0.588 3.692 2.253
C 6.773 -7.050 -1.556
S 5.300 -7.945 -1.043
O 4.433 -6.974 -0.328
C 6.113 -8.940 0.213
H 6.473 -6.330 -2.315
H 7.198 -6.528 -0.698
H 7.494 -7.749 -1.978
H 6.584 -8.286 0.947
H 6.854 -9.585 -0.259
H 5.351 -9.548 0.695
C -1.003 -3.763 -5.104
S -2.281 -2.510 -4.932
O -3.440 -2.956 -5.749
C -1.424 -1.244 -5.878
H -1.360 -4.667 -4.614
H -0.825 -3.960 -6.161
H -0.092 -3.418 -4.615
H -1.216 -1.615 -6.881
H -0.500 -0.976 -5.365
H -2.076 -0.375 -5.932
C -5.542 7.519 4.965
S -4.461 8.831 4.381
O -3.132 8.607 5.008
C -5.256 10.155 5.300
H -5.186 6.583 4.540
H -5.499 7.471 6.053
H -6.560 7.711 4.627
H -5.232 9.923 6.364
H -6.283 10.270 4.953
H -4.699 11.069 5.108
*
```

Results
DFT total energy (eV): -117484.3212
HOMO level (eV): -8.35
Frontier orbital gap (eV): 8.7



The following is a quantum chemistry calculation of a molecular structure, C6H10 in a non-equilibrium geometry, from the OMol25 dataset.

The geometry in ORCA input format:
```
! RIJCOSX wB97M-V def2-TZVPD def2/J DEFGRID3
* xyz 0 1
C -0.450 1.336 -0.980
C -0.262 0.150 -0.025
C 1.605 -0.016 0.713
C -1.359 0.075 1.045
C -0.080 -1.111 -0.729
C 0.443 -2.125 -1.124
H 0.316 1.326 -1.761
H -0.350 2.244 -0.387
H -1.431 1.376 -1.488
H 1.357 -0.945 1.239
H 2.045 0.012 -0.290
H 2.336 0.520 1.377
H -1.260 0.964 1.665
H -2.393 0.054 0.654
H -1.232 -0.817 1.665
H 0.716 -3.045 -1.574
*
```

Results
Relative energy (zero: lowest compared OMol25 entry of this formula, charge and spin) (kJ/mol): 359.2
DFT total energy (eV): -6380.1370
HOMO level (eV): -9.32
Frontier orbital gap (eV): 10.3



The following is a quantum chemistry calculation of a molecular structure, C6H13BaF3O7 in a non-equilibrium geometry, from the OMol25 dataset.

The geometry in ORCA input format:
```
! RIJCOSX wB97M-V def2-TZVPD def2/J DEFGRID3
* xyz -4 1
Ba -1.713 -0.165 -0.988
O -6.201 -0.217 0.304
H -6.874 0.471 0.472
O 1.317 0.601 -4.493
H 2.089 0.302 -3.974
O -4.098 2.179 -4.307
H -4.596 2.980 -4.053
C 1.761 3.631 1.581
O 2.183 2.282 1.847
O 0.610 3.586 0.754
C 1.848 4.459 2.904
F 1.135 3.844 3.802
F 3.102 4.489 3.298
F 1.298 5.674 2.801
C 3.531 2.003 2.053
C 3.480 0.492 1.801
H 2.618 0.040 2.292
H 3.561 0.210 0.751
H 4.414 0.087 2.189
H 3.836 2.088 3.096
H 4.246 2.263 1.272
H 2.575 4.010 0.963
O -2.353 -5.130 0.104
C -2.108 -5.804 -1.133
C -2.930 -5.521 -2.499
O -2.902 -4.273 -3.184
H -2.211 -6.871 -0.934
H -1.056 -5.667 -1.385
H -3.991 -5.649 -2.285
H -2.572 -6.393 -3.047
*
```

Results
DFT total energy (eV): -29592.1993
HOMO level (eV): 4.34
Frontier orbital gap (eV): 2.9



The following is a quantum chemistry calculation of a molecular structure, C36H26Cl2MnN6O2, from the OMol25 dataset.

The geometry in ORCA input format:
```
! RIJCOSX wB97M-V def2-TZVPD def2/J DEFGRID3
* xyz -2 2
Mn -0.624 0.307 0.466
Cl -1.864 6.757 3.215
C -1.390 5.075 3.095
C -2.011 4.281 2.134
C -1.654 2.943 2.005
N -2.149 2.036 1.093
C -3.318 2.158 0.512
O -4.188 3.054 0.572
C -3.622 0.937 -0.339
C -4.811 0.908 -1.063
C -5.121 -0.202 -1.821
C -4.223 -1.261 -1.837
C -3.059 -1.144 -1.098
N -2.750 -0.081 -0.354
C -0.665 2.394 2.875
C -0.074 3.200 3.840
C -0.434 4.542 3.938
Cl 0.341 5.524 5.163
N -0.425 1.058 2.651
C 0.008 0.227 3.568
O 0.400 0.404 4.740
C -0.134 -1.194 3.064
C 0.206 -2.258 3.894
C -0.024 -3.552 3.472
C -0.614 -3.747 2.229
C -0.912 -2.634 1.463
N -0.664 -1.382 1.846
H -2.783 4.691 1.501
H -5.448 1.779 -0.995
H -6.040 -0.246 -2.395
H -4.406 -2.156 -2.417
H -2.319 -1.932 -1.123
H 0.653 2.776 4.515
H 0.638 -2.012 4.855
H 0.240 -4.396 4.098
H -0.837 -4.737 1.853
H -1.369 -2.745 0.489
C 0.459 -2.522 -1.577
N 0.013 -1.142 -1.433
C 0.154 -0.368 -2.453
C -0.138 1.016 -2.388
C -0.081 1.995 -3.393
C -0.414 3.195 -2.766
C -0.651 2.879 -1.415
N -0.485 1.573 -1.186
C 1.657 -2.763 -2.472
C 1.658 -3.793 -3.406
C 2.776 -4.046 -4.194
C 3.909 -3.260 -4.056
C 3.914 -2.222 -3.129
C 2.800 -1.972 -2.346
H -0.370 -3.155 -1.930
H 0.717 -2.888 -0.581
H 0.553 -0.743 -3.400
H 0.170 1.831 -4.432
H -0.480 4.176 -3.212
H -0.929 3.551 -0.617
H 0.767 -4.402 -3.522
H 2.755 -4.851 -4.918
H 4.782 -3.448 -4.670
H 4.793 -1.599 -3.014
H 2.806 -1.161 -1.626
C 4.298 0.487 0.847
C 3.544 1.621 0.556
C 2.160 1.544 0.459
C 1.435 0.349 0.638
C 2.240 -0.765 0.941
C 3.630 -0.712 1.044
H 5.379 0.542 0.928
H 4.041 2.576 0.407
H 1.617 2.454 0.224
H 1.776 -1.737 1.109
H 4.189 -1.615 1.278
*
```

Results
Relative energy (zero: lowest compared OMol25 entry of this formula, charge and spin) (kJ/mol): 144.6
DFT total energy (eV): -107156.5700
HOMO level (spin up / spin down) (eV): -1.42 / -1.03
Frontier orbital gap (spin up / spin down) (eV): 5.6 / 5.2



The following is a quantum chemistry calculation of C5H8O4 in the gas phase in a non-equilibrium geometry, from the OMol25 dataset.

The geometry in ORCA input format:
```
! RIJCOSX wB97M-V def2-TZVPD def2/J DEFGRID3
* xyz 0 1
C -1.363 1.532 0.480
C -0.041 1.451 0.625
O 0.655 2.355 1.272
C 0.847 0.313 0.183
O 1.834 -0.016 0.839
C 0.327 -0.624 -0.935
O -0.816 -0.191 -1.630
C 0.002 -1.912 -0.226
O 1.173 -2.573 0.116
H -1.900 2.366 0.973
H -1.994 0.729 0.106
H 0.143 3.112 1.451
H 1.179 -0.846 -1.608
H -0.538 0.567 -2.147
H -0.506 -2.592 -0.852
H -0.663 -1.708 0.645
H 1.660 -1.963 0.709
*
```

Results
Relative energy (zero: lowest compared OMol25 entry of this formula, charge and spin) (kJ/mol): 210.5
DFT total energy (eV): -13502.9015
SMILES: C=C(O)C(=O)[C@H](O)CO
HOMO level (eV): -9.60
Frontier orbital gap (eV): 9.6



The following is a quantum chemistry calculation of a molecular structure, C39H51ClO4P4Pt in a non-equilibrium geometry, from the OMol25 dataset.

The geometry in ORCA input format:
```
! RIJCOSX wB97M-V def2-TZVPD def2/J DEFGRID3
* xyz 2 5
P 1.498 1.199 -3.606
C 3.177 1.569 -3.346
C 3.991 0.940 -4.312
H 3.531 0.154 -4.916
C 5.292 1.388 -4.465
H 5.890 0.917 -5.241
C 5.791 2.408 -3.646
H 6.809 2.753 -3.824
C 4.993 2.992 -2.650
H 5.418 3.784 -2.027
C 3.682 2.562 -2.460
H 3.053 2.988 -1.671
C 1.079 -0.457 -3.905
C 1.808 -1.568 -3.405
H 2.663 -1.433 -2.739
C 1.454 -2.853 -3.808
H 2.012 -3.726 -3.448
C 0.390 -3.054 -4.699
H 0.135 -4.058 -5.063
C -0.316 -1.950 -5.202
H -1.113 -2.083 -5.930
C -0.004 -0.664 -4.792
H -0.521 0.210 -5.186
C 0.356 2.461 -3.887
C 0.710 3.114 -5.086
H 1.641 2.797 -5.556
C -0.137 4.080 -5.592
H 0.145 4.529 -6.539
C -1.294 4.452 -4.896
H -1.933 5.219 -5.342
C -1.621 3.830 -3.681
H -2.521 4.163 -3.151
C -0.810 2.818 -3.164
H -1.069 2.349 -2.212
Pt 0.178 0.171 1.660
C -1.350 -1.016 0.996
C -1.823 -1.400 -0.200
H -1.722 -1.330 1.985
C -1.110 -0.778 -1.432
O -2.186 -0.128 -2.233
H -1.716 0.394 -2.910
C -0.001 0.145 -1.147
H -0.846 -1.677 -2.107
C 0.644 0.750 -0.039
Cl 2.228 1.737 2.322
P -1.246 2.022 1.876
P 1.669 -1.613 1.701
C -0.636 2.956 3.284
H 0.463 2.988 3.220
H -0.921 2.461 4.214
H -1.055 3.962 3.233
C -1.399 3.181 0.509
H -2.123 2.807 -0.222
H -0.433 3.331 0.017
H -1.752 4.134 0.921
C -2.892 1.419 2.254
H -2.846 0.582 2.956
H -3.388 1.087 1.337
H -3.459 2.241 2.695
C 2.481 -1.542 3.305
H 1.800 -1.920 4.072
H 2.748 -0.502 3.524
H 3.377 -2.165 3.257
C 0.830 -3.204 1.631
H 0.406 -3.370 0.635
H 0.022 -3.226 2.370
H 1.550 -3.998 1.853
C 2.981 -1.659 0.469
H 3.417 -0.660 0.365
H 2.584 -1.994 -0.496
H 3.745 -2.364 0.821
P -3.253 -2.522 -0.565
C -3.714 -3.407 0.938
C -2.715 -3.688 -1.861
H -3.894 -2.664 1.737
H -2.890 -4.096 1.205
H -4.635 -3.961 0.674
H -2.343 -3.135 -2.745
H -3.600 -4.292 -2.130
H -1.919 -4.338 -1.450
C -4.638 -1.523 -1.179
H -5.034 -0.943 -0.326
H -5.394 -2.228 -1.570
H -4.244 -0.852 -1.965
H 1.484 1.511 -0.272
O 1.097 0.948 5.755
C 0.357 0.222 6.593
C 0.563 0.369 7.987
C -0.173 -0.405 8.876
C -1.117 -1.331 8.401
C -1.332 -1.466 7.023
C -0.620 -0.699 6.097
C -0.877 -0.845 4.622
O -1.731 -1.610 4.203
O -0.095 -0.071 3.893
H 0.758 0.667 4.802
H 1.311 1.095 8.317
H -0.003 -0.281 9.948
H -1.683 -1.942 9.111
H -2.062 -2.171 6.631
*
```

Results
Relative energy (zero: lowest compared OMol25 entry of this formula, charge and spin) (kJ/mol): 252.0
DFT total energy (eV): -102365.6771
HOMO level (spin up / spin down) (eV): -9.92 / -11.00
Frontier orbital gap (spin up / spin down) (eV): 4.7 / 2.7



The following is a quantum chemistry calculation of a molecular structure, C17H35N2P2SSiSr, from the OMol25 dataset.

The geometry in ORCA input format:
```
! RIJCOSX wB97M-V def2-TZVPD def2/J DEFGRID3
* xyz 1 1
Sr -0.126 -0.574 -0.778
C 0.505 3.443 1.015
P -0.507 2.470 -0.158
C -1.415 3.821 -0.997
C -1.722 1.619 0.936
C -1.542 1.637 2.322
C -2.333 0.873 3.167
C -3.332 0.076 2.643
C -3.532 0.043 1.272
C -2.743 0.793 0.400
P -2.963 0.643 -1.421
C -4.288 1.833 -1.824
C -3.850 -0.946 -1.611
H 1.109 2.794 1.649
H -0.113 4.094 1.635
H 1.186 4.060 0.429
H -0.680 4.558 -1.324
H -2.128 4.306 -0.330
H -1.923 3.448 -1.883
H -0.768 2.253 2.756
H -2.156 0.908 4.234
H -3.955 -0.528 3.290
H -4.313 -0.592 0.878
H -5.202 1.593 -1.279
H -4.488 1.783 -2.894
H -3.991 2.848 -1.571
H -4.849 -0.935 -1.173
H -3.272 -1.756 -1.158
H -3.947 -1.148 -2.678
C 1.706 -0.618 1.454
Si 0.895 -2.367 1.763
C 2.286 -3.568 1.385
C 0.527 -2.317 3.601
C -0.545 -2.610 0.667
H 2.484 -0.456 2.204
H 1.010 0.226 1.595
H 2.212 -0.493 0.483
H 3.215 -3.301 1.894
H 2.467 -3.604 0.308
H 2.007 -4.575 1.701
H 1.416 -2.089 4.194
H 0.136 -3.281 3.932
H -0.232 -1.563 3.826
H -1.485 -2.526 1.226
H -0.520 -3.595 0.193
C 2.082 1.138 -3.720
N 3.267 0.619 -3.066
C 3.365 -0.610 -2.533
S 2.050 -1.678 -2.450
N 4.567 -0.971 -2.074
C 4.851 -2.238 -1.412
H 1.676 0.410 -4.419
H 2.364 2.033 -4.272
H 1.310 1.425 -3.003
H 4.089 1.202 -3.066
H 5.344 -0.349 -2.228
H 4.693 -3.076 -2.089
H 4.211 -2.363 -0.541
H 5.890 -2.221 -1.096
*
```

Results
Relative energy (zero: lowest compared OMol25 entry of this formula, charge and spin) (kJ/mol): 24.2
DFT total energy (eV): -59300.2776
HOMO level (eV): -9.65
Frontier orbital gap (eV): 7.3



The following is a quantum chemistry calculation of a gas-phase ion, C8H9N2O2 (charge -1) in a non-equilibrium geometry, from the OMol25 dataset.

The geometry in ORCA input format:
```
! RIJCOSX wB97M-V def2-TZVPD def2/J DEFGRID3
* xyz -1 1
C 0.898 2.355 -0.004
C 1.654 2.058 1.145
C 0.175 1.435 -0.758
C 1.467 0.782 1.680
C -0.057 0.138 -0.228
C 0.656 -0.164 1.016
C -0.786 -0.808 -0.896
C -1.975 -1.567 -0.203
N 0.898 -1.482 1.201
N -0.907 -0.815 -2.313
O 1.695 -1.760 2.154
O 0.390 -2.290 0.400
H 0.943 3.311 -0.376
H 2.390 2.879 1.613
H -0.398 1.838 -1.689
H 2.033 0.357 2.544
H -2.231 -0.909 0.649
H -1.597 -2.510 0.154
H -2.858 -1.654 -0.860
H -0.552 -0.018 -2.690
H -1.839 -1.176 -2.541
*
```

Results
Relative energy (zero: lowest compared OMol25 entry of this formula, charge and spin) (kJ/mol): 424.6
DFT total energy (eV): -15513.0267
HOMO level (spin up / spin down) (eV): -1.63 / -1.71
Frontier orbital gap (spin up / spin down) (eV): 5.4 / 5.5